The following is a quantum chemistry calculation of C47H51AsN9OPRuSSi2 as an isolated structure, from the OMol25 dataset.

Calculated values
spin multiplicity = 2
charge = +1
HOMO-LUMO gap (alpha / beta) = 6.45 / 6.18 eV
F_max = 1.842 eV Å⁻¹
total energy = -164321.164 eV
relative energy (zero: lowest compared OMol25 entry of this formula, charge and spin) = 46.65 kcal/mol

```
114
Properties=species:S:1:pos:R:3:forces:R:3
Ru -0.327366 0.066075 -0.132577 0.1191 -0.0647 -1.8374
C -2.036649 3.829723 3.858378 -0.0989 -0.0491 -0.0910
N -1.338446 3.220923 2.723629 0.0179 0.0554 0.0268
C -1.001238 1.952679 2.507997 0.1899 -0.0617 0.1087
N -0.473169 1.830789 1.299770 -0.3815 -0.4808 -0.9087
C -0.526559 3.102364 0.804159 0.1743 0.1180 0.1003
N -1.041437 3.969324 1.636908 0.0257 -0.0639 0.1005
C -3.532368 3.829265 3.659477 0.0234 0.0626 -0.0162
C -4.199253 4.986922 3.280857 -0.0174 0.0210 -0.0128
C -5.573175 4.968044 3.070744 -0.0071 -0.0021 -0.0081
C -6.287317 3.790705 3.216167 -0.0149 -0.0012 -0.0016
C -5.616835 2.626171 3.578725 -0.0065 -0.0649 0.0039
C -4.248928 2.653714 3.812637 0.0230 -0.0229 0.0980
C -6.327227 1.351035 3.639825 -0.0550 0.0258 -0.0278
N -7.584684 1.102096 3.552646 -0.1146 -0.1725 -0.0037
N -7.711816 -0.288441 3.562696 -0.0928 0.1829 0.0015
C -6.520934 -0.759910 3.656170 -0.0461 -0.0151 -0.0238
O -5.586953 0.219538 3.717992 0.2454 -0.0178 0.0439
C -6.050104 -2.142565 3.611161 0.0085 0.0692 0.0104
C -6.942419 -3.204649 3.492030 -0.0088 0.0085 0.0030
C -6.448306 -4.490514 3.358401 -0.0051 -0.0162 0.0090
C -5.076375 -4.722410 3.332028 -0.0130 -0.0102 0.0429
C -4.187965 -3.669487 3.496362 0.0182 -0.0200 -0.0648
C -2.694163 -3.892541 3.507741 -0.1225 0.1314 -0.1826
N -2.033069 -3.269951 2.356767 -0.0535 -0.1476 0.0365
C -1.708593 -1.998937 2.139928 0.0032 0.0508 0.0537
N -1.212651 -1.858972 0.922215 0.0404 0.2045 -0.0297
C -1.250449 -3.131578 0.427660 -0.1123 0.0527 0.0894
N -1.749665 -4.007476 1.262867 0.0269 0.0820 0.0452
C -4.684542 -2.383147 3.636468 0.0457 0.0228 0.0258
H -1.670819 4.849728 3.935822 0.1185 -0.0226 0.0366
H -1.759397 3.280202 4.756687 0.0491 -0.0174 -0.0006
H -1.109611 1.167822 3.239473 -0.0362 0.0252 -0.0399
H -0.150038 3.374604 -0.164841 -0.0552 -0.0368 -0.0046
H -3.643993 5.907324 3.144287 -0.0075 -0.0150 0.0054
H -6.084774 5.875082 2.777660 0.0028 -0.0088 0.0187
H -7.354952 3.752940 3.042919 0.0214 0.0196 -0.0141
H -3.743569 1.741417 4.109241 0.0075 0.0135 -0.0296
H -8.005858 -3.005441 3.498510 0.0088 -0.0271 -0.0223
H -7.133883 -5.322821 3.270943 0.0072 0.0177 -0.0492
H -4.700444 -5.727590 3.182034 -0.0106 0.0061 0.0632
H -2.465185 -4.951600 3.439949 0.0926 -0.0172 0.0705
H -2.253008 -3.478669 4.413982 0.0696 -0.0307 0.0061
H -1.827189 -1.213530 2.868791 -0.0136 -0.0363 -0.0173
H -0.900741 -3.411335 -0.549584 -0.0073 -0.0337 0.0522
H -4.008585 -1.545916 3.760189 -0.0021 -0.0148 -0.0105
C 2.027418 -4.838924 1.991587 -0.0210 0.0070 0.0199
C 1.425568 -4.036559 2.953405 -0.0512 0.0497 -0.0224
C 1.389875 -2.660808 2.781327 0.0176 -0.0419 -0.0187
C 1.985729 -2.059202 1.670317 0.1251 0.0709 0.1417
C 2.610235 -2.870914 0.728968 -0.0247 -0.0230 0.0620
C 2.616920 -4.253479 0.881996 -0.0025 0.0222 -0.0382
P 1.903636 -0.225165 1.562374 0.2807 -0.9040 0.0769
C 3.303667 0.263603 2.647044 -0.1595 0.2600 0.0647
C 3.825356 1.547338 2.465870 -0.0555 -0.0324 0.0389
C 4.905367 1.981065 3.217020 -0.0007 0.0316 0.0139
C 5.463935 1.148395 4.178544 -0.0224 -0.0308 -0.0131
C 4.937424 -0.118252 4.378183 -0.0377 -0.0126 0.0006
C 3.859581 -0.561011 3.619609 0.0405 0.0146 -0.0221
C 2.555439 0.113838 -0.076960 0.0167 0.1464 -0.2245
C 3.890954 0.092345 -0.480246 -0.0280 -0.0499 -0.0800
C 4.191985 0.238913 -1.823324 0.0804 -0.0057 -0.0084
C 3.163916 0.406257 -2.747593 -0.0904 0.0178 0.0558
C 1.837737 0.444180 -2.337691 0.0927 0.1615 -0.0759
C 1.516494 0.308426 -0.991581 -0.3543 0.2221 0.7211
H 2.040444 -5.914319 2.112998 0.0120 0.0153 -0.0039
H 0.984174 -4.483745 3.836327 -0.0057 -0.0018 -0.0288
H 0.914024 -2.036487 3.533236 -0.0019 -0.0213 -0.0105
H 3.109033 -2.419560 -0.119771 0.0236 -0.0224 0.0064
H 3.098024 -4.874079 0.135789 0.0084 0.0144 0.0184
H 3.393963 2.200685 1.715531 0.0353 0.0110 -0.0077
H 5.316994 2.968226 3.048352 -0.0297 -0.0069 0.0152
H 6.306228 1.485508 4.768204 0.0017 -0.0007 -0.0160
H 5.370101 -0.776019 5.121483 -0.0082 0.0193 -0.0061
H 3.474472 -1.559005 3.779220 0.0203 -0.0095 -0.0106
H 4.680324 -0.053704 0.247960 -0.0128 0.0135 0.0086
H 5.222151 0.215289 -2.155224 -0.0147 0.0070 0.0043
H 3.399680 0.506682 -3.800501 -0.0053 0.0201 0.0050
H 1.057862 0.577212 -3.068513 0.0112 -0.0533 0.0141
C -0.105428 1.704545 -4.881506 0.0919 0.0696 -0.1686
Si -1.739343 2.009306 -4.039507 0.3681 -0.6260 -0.0041
C -3.082305 1.022910 -4.881992 -0.1404 0.0210 -0.0525
C -2.136283 3.822403 -4.041787 -0.1027 0.1456 0.2058
As -1.558279 1.383273 -1.763380 -0.3652 0.6573 0.6413
Si -3.791843 1.201938 -1.041298 0.1978 -0.0703 0.2898
C -3.696711 1.026849 0.827644 -0.0057 0.0814 0.0416
C -4.676377 -0.349484 -1.617696 0.0136 -0.0539 -0.1924
C -4.802456 2.702802 -1.495447 -0.0289 0.0830 -0.1541
H -0.105697 2.108256 -5.898390 -0.0495 -0.0177 0.0336
H 0.109947 0.634998 -4.946400 0.0014 0.0315 -0.0439
H 0.706054 2.186121 -4.332712 -0.0016 0.0284 -0.0830
H -3.381557 1.505958 -5.817265 0.0260 -0.0423 0.0188
H -3.971509 0.942316 -4.253861 -0.0133 0.0162 -0.0691
H -2.737957 0.013415 -5.120825 -0.0165 0.0179 0.0325
H -2.271591 4.180148 -5.066271 0.0076 -0.0519 0.0087
H -1.327411 4.393425 -3.582197 -0.0193 -0.0001 -0.0107
H -3.052130 4.030790 -3.484772 0.0232 0.0349 -0.0340
H -2.786820 0.489261 1.099406 -0.0439 -0.0755 0.0774
H -4.547596 0.462944 1.221582 -0.0072 0.0598 -0.0470
H -3.673800 2.004151 1.315782 0.0366 -0.0332 -0.0229
H -4.174628 -1.250466 -1.251555 -0.0348 0.0277 0.0282
H -4.761603 -0.421833 -2.704733 -0.0210 -0.0409 0.0444
H -5.691654 -0.345671 -1.207604 0.0391 -0.0132 -0.0112
H -4.263556 3.626013 -1.272569 -0.0166 -0.0275 0.0236
H -5.741028 2.710738 -0.932727 0.0261 -0.0340 -0.0315
H -5.053149 2.704431 -2.560217 -0.0122 0.0407 0.0455
S -1.339745 -3.209425 -3.540580 0.0262 0.0386 -0.0401
C 0.263182 -3.423581 -2.981299 -0.0388 -0.0902 -0.0964
C 0.601166 -2.409304 -2.152441 -0.0070 0.1058 -0.0521
N -0.392213 -1.472904 -1.958552 0.1839 0.1265 1.3093
C -1.466320 -1.779072 -2.634129 -0.0347 -0.0528 -0.1274
H 0.857624 -4.267275 -3.292027 0.0249 0.0449 0.0312
H 1.549410 -2.286879 -1.655255 -0.0449 0.0217 -0.0167
H -2.363706 -1.178930 -2.640950 0.0411 -0.0099 0.0897
```
Positions in Å, forces in eV/Å.

Atom charges from the Löwdin analysis, given in e for atoms 1 to 99: 0.7885 -0.0608 -0.1010 -0.1602 -0.0639 -0.2476 0.1432 -0.2052 -0.0171 -0.0437 -0.0007 -0.1387 0.0006 -0.2989 0.1363 0.1364 -0.2944 0.0966 -0.1287 -0.0013 -0.0449 -0.0181 -0.1952 -0.0591 -0.0971 -0.1638 0.0169 -0.1800 0.1524 0.0215 0.1293 0.1347 0.1317 0.0752 0.1201 0.1135 0.1227 0.1234 0.1234 0.1138 0.1191 0.1273 0.1354 0.1250 0.0855 0.1116 -0.0760 -0.0846 -0.1552 -0.3833 -0.0875 -0.0676 1.0660 -0.3570 -0.1130 -0.0757 -0.0786 -0.0736 -0.0805 -0.4361 -0.0897 -0.0756 -0.0656 -0.1467 -0.3222 0.1077 0.1059 0.1016 0.0929 0.1085 0.1062 0.1079 0.1069 0.1074 0.0922 0.1155 0.1065 0.1096 0.0287 -0.2334 0.2437 -0.2112 -0.2153 0.8027 0.2365 -0.2147 -0.2217 -0.2175 0.0426 0.0282 0.0264 0.0409 0.0010 0.0279 0.0425 0.0349 0.0141 -0.0325 0.0356